DFT (wB97M-V/def2-TZVPD) results for one molecule with the formula C2H4N2S3 in a non-equilibrium geometry.

Computed properties:
Total charge   0
E_HOMO   -8.6257 eV
SMILES string   S=CN(S)/C=N/S
Lowest unoccupied orbital energy   -0.8624 eV
Energy above the lowest of the compared OMol25 structures with the same formula, charge and spin   126.5 kcal/mol
Molar mass   152.27 g/mol
Orbital gap   7.763 eV

CARTESIAN COORDINATES (ANGSTROEM)
1 C -0.62347 -0.50368 0.49990
2 C 1.43122 0.76788 0.20215
3 H -2.85572 1.50501 -0.62845
4 H -0.86934 -0.87698 1.69069
5 H 1.53238 -1.44754 -1.76825
6 H 2.36667 0.09336 0.47327
7 N -1.36768 0.13857 -0.41415
8 N 0.76774 -0.35811 0.44129
9 S -3.02613 0.19484 -0.08403
10 S 1.33955 -2.00069 -0.25196
11 S 1.30478 2.48734 -0.16047

Forces on atoms 1 to 3 (eV/Å):
-3.34 2.64 0.80
4.05 0.84 0.27
-1.33 -1.53 0.72

For reference, the Löwdin charges in units of e are: atom 1 (C): -0.437, atom 2 (C): -0.733, atom 3 (H): -0.067, atom 4 (H): 0.187, atom 5 (H): 0.037, atom 6 (H): 0.077, atom 7 (N): -0.397, atom 8 (N): -0.534, atom 9 (S): 0.660, atom 10 (S): 0.716, atom 11 (S): 0.491